1.
{"formula": "C40H44BiBrN8O2PS2", "method": "wB97M-V/def2-TZVPD", "species": ["Bi", "Br", "C", "C", "C", "C", "O", "C", "C", "N", "C", "C", "C", "C", "C", "C", "C", "C", "N", "C", "C", "H", "H", "H", "H", "H", "H", "H", "H", "H", "H", "C", "C", "N", "C", "C", "N", "C", "C", "H", "H", "H", "H", "H", "H", "H", "H", "H", "H", "H", "H", "S", "P", "S", "C", "C", "C", "C", "C", "C", "C", "C", "C", "C", "C", "C", "H", "H", "H", "H", "H", "H", "H", "H", "H", "H", "C", "N", "C", "N", "C", "N", "C", "N", "C", "C", "H", "H", "H", "H", "H", "H", "H", "H", "H", "H", "H", "H", "O"], "positions_angstrom": [[-0.0597, 0.0190, -0.0523], [0.4010, 1.3325, 7.2674], [0.1714, 1.4852, 5.3903], [-1.0654, 2.0904, 4.9068], [-1.2383, 2.1953, 3.5822], [-0.0987, 1.6958, 2.5102], [-0.2254, 1.8597, 1.2718], [1.0501, 1.1119, 3.1188], [2.1351, 0.6233, 2.2765], [1.9189, -0.1396, 1.2060], [3.0139, -0.3812, 0.3222], [4.1870, -0.9726, 0.7596], [5.2505, -1.1647, -0.1320], [5.1680, -0.7616, -1.4387], [3.9975, -0.1306, -1.9434], [3.8907, 0.3261, -3.2744], [2.7443, 0.9451, -3.6974], [1.6867, 1.0969, -2.7888], [1.7518, 0.6577, -1.5476], [2.8860, 0.0723, -1.1048], [1.1564, 1.0393, 4.5709], [-1.8246, 2.4553, 5.5820], [-2.1196, 2.6580, 3.1682], [3.1426, 0.9474, 2.5440], [4.2610, -1.2874, 1.7913], [6.1584, -1.6345, 0.2240], [6.0159, -0.9139, -2.0951], [4.7208, 0.2006, -3.9599], [2.6446, 1.3155, -4.7081], [0.7514, 1.5772, -3.0570], [2.0470, 0.5963, 4.9991], [-1.7866, 0.2527, 2.7785], [-2.4569, -0.3125, 4.0747], [-2.3171, -1.7604, 4.1638], [-2.9353, -2.3646, 2.9943], [-2.2646, -1.8519, 1.6948], [-1.1898, -0.8883, 2.0313], [-0.2037, -1.5842, 2.8932], [-0.9055, -2.1051, 4.1771], [-0.9038, 1.0992, 3.0529], [-2.5255, 0.7730, 2.1716], [-3.5201, -0.0517, 4.0870], [-2.0114, 0.1409, 4.9617], [-4.0032, -2.1298, 2.9842], [-2.8515, -3.4540, 3.0593], [-2.9935, -1.3655, 1.0512], [-1.8615, -2.6821, 1.1351], [0.5943, -0.9194, 3.1630], [0.2452, -2.4125, 2.3475], [-0.4302, -1.6737, 5.0631], [-0.7991, -3.1914, 4.2573], [-2.1160, 0.8505, -4.6446], [-2.2790, 2.3882, -3.3904], [-1.3996, 1.8108, -1.6906], [-1.5390, 3.8966, -4.1200], [-0.4905, 4.5582, -3.4974], [0.0513, 5.7090, -4.0615], [-0.4560, 6.2035, -5.2526], [-1.5045, 5.5427, -5.8845], [-2.0393, 4.3959, -5.3213], [-3.9971, 2.9148, -3.0832], [-5.0568, 2.3408, -3.7688], [-6.3592, 2.7672, -3.5334], [-6.6054, 3.7713, -2.6096], [-5.5470, 4.3482, -1.9165], [-4.2510, 3.9204, -2.1527], [-0.0879, 4.1662, -2.5693], [0.8746, 6.2115, -3.5681], [-0.0317, 7.0973, -5.6947], [-1.9001, 5.9176, -6.8207], [-2.8476, 3.8727, -5.8197], [-4.8640, 1.5493, -4.4839], [-7.1795, 2.3058, -4.0697], [-7.6210, 4.0997, -2.4221], [-5.7324, 5.1266, -1.1861], [-3.4247, 4.3604, -1.6055], [-0.0017, -3.3135, -0.3362], [0.5232, -4.6102, -0.7682], [1.8682, -4.7843, -0.2256], [2.7597, -3.7189, -0.6828], [2.2171, -2.4300, -0.2434], [0.8668, -2.2173, -0.7978], [0.9324, -2.2637, -2.2749], [1.4658, -3.5543, -2.7184], [0.5988, -4.6208, -2.2272], [2.8030, -3.7427, -2.1477], [-0.0752, -3.2983, 0.7467], [-1.0087, -3.1613, -0.7282], [2.2671, -5.7576, -0.5289], [1.8292, -4.7893, 0.8681], [2.9057, -1.5943, -0.6084], [2.1776, -2.3949, 0.8424], [1.5652, -1.4651, -2.6528], [-0.0652, -2.0990, -2.6894], [0.9739, -5.5905, -2.5688], [-0.4019, -4.5041, -2.6496], [3.4754, -2.9625, -2.5120], [3.2175, -4.6970, -2.4860], [-1.6389, -0.9512, -0.7461]], "forces_ev_per_angstrom": [[-4.6350, -1.5273, -2.0698], [-0.0925, -0.0302, 0.1017], [0.2837, -0.0457, -0.3670], [1.0427, 0.4476, 0.1760], [2.2880, 4.4405, 0.4331], [4.1225, 4.4405, -0.6272], [-0.5807, 1.7814, 1.7437], [1.1749, 0.6748, -0.1489], [-1.1262, -0.3743, -0.3396], [2.6715, 0.4286, 1.4626], [0.9710, 3.8618, 0.9419], [0.1881, 1.6504, 0.3338], [0.0211, 0.0594, -0.2769], [0.1059, -0.3027, 0.1941], [0.1739, 0.1097, 0.0672], [-0.1942, 0.1509, -0.1710], [0.2119, -0.1485, 0.0759], [-0.0949, -0.0364, 0.0507], [1.6894, 0.5418, -0.8073], [0.8733, 1.2372, 1.2360], [-0.5635, 0.6256, -0.1667], [0.0036, -0.1586, 0.0976], [0.1011, -0.1886, -0.4480], [0.1330, -0.2079, -0.1130], [-0.0579, -0.0296, 0.0044], [-0.0145, -0.0362, -0.0073], [-0.0706, 0.0083, -0.0986], [0.0568, -0.0753, 0.0805], [-0.0506, -0.0006, 0.0054], [-0.0436, -0.0560, -0.0617], [0.0183, 0.0133, 0.0097], [-1.6076, -3.8058, 0.2295], [0.1189, 0.1620, -0.5262], [-0.2109, -0.0377, 0.3686], [0.0307, -0.0421, -0.3052], [-0.5533, 0.0409, 0.3267], [0.0625, -0.2656, 0.8276], [-0.6533, -0.4083, 0.5154], [0.3229, -0.0950, -0.0501], [-5.0674, -6.7037, 0.8941], [0.2782, -0.1499, -0.4496], [0.0056, -0.0981, 0.0680], [-0.0313, -0.1133, 0.0995], [0.0405, 0.0562, 0.1331], [0.0471, 0.0421, 0.1305], [0.2950, 0.1148, -0.2014], [0.0723, 0.1091, -0.1226], [0.0293, 0.0230, -0.0496], [-0.1013, 0.0361, -0.1523], [-0.1342, 0.0658, 0.0136], [-0.1429, 0.0118, 0.0114], [-0.4006, 0.5533, -0.6260], [0.8885, -1.6194, 0.0216], [-0.8162, 2.2560, -0.2896], [-0.0745, 0.1377, 0.1179], [0.1502, 0.0539, 0.0573], [-0.0088, -0.0541, -0.0725], [0.0357, 0.0224, -0.0218], [0.0198, -0.0318, 0.0238], [-0.0713, 0.0101, -0.0312], [-0.0191, 0.1207, 0.0068], [-0.1118, -0.1103, -0.1109], [0.0411, 0.0350, 0.0657], [-0.0325, -0.0132, 0.0046], [0.0124, -0.0245, -0.0135], [0.0397, 0.0657, 0.0286], [-0.1345, -0.0481, 0.0291], [-0.0116, 0.0155, -0.0015], [-0.0158, 0.0041, 0.0020], [0.0027, 0.0130, 0.0068], [0.0131, -0.0219, 0.0154], [0.1210, 0.0154, 0.0280], [-0.0038, 0.0107, 0.0021], [0.0059, 0.0087, -0.0001], [-0.0109, 0.0015, -0.0093], [0.0068, -0.0342, 0.0034], [-0.1821, -0.3751, -0.4828], [-0.2188, -0.3890, 0.3191], [-0.0328, 0.0094, -0.1345], [0.6079, -0.2340, 0.3356], [-0.1181, -1.8975, -2.1714], [0.7391, -0.0123, 0.3518], [-0.0937, -0.4514, -0.1193], [0.2297, 0.0281, -0.5212], [-0.0751, -0.0010, -0.0222], [-0.2455, 0.0421, 0.0843], [0.2620, -0.0542, 0.0138], [0.1198, 0.2814, -0.1369], [-0.0155, 0.0726, -0.1457], [-0.0671, 0.1672, -0.0317], [-2.0462, -4.2302, -0.3489], [-0.1283, -0.2549, 0.0049], [0.1695, -0.1010, 0.0361], [-0.0842, -0.0235, 0.2703], [0.1504, 0.0568, 0.0879], [0.0094, 0.1647, 0.1069], [-0.1048, 0.1236, 0.1056], [-0.1481, -0.0630, 0.0878], [0.2402, -0.4213, 0.0012]], "gap_ev": 5.30, "e_above_lowest_kj_mol": 1203.1, "charge": -1, "homo_ha": -0.129, "e_lumo_ev": 1.8}

***

2.
{"formula": "C5H10N3O", "method": "wB97M-V/def2-TZVPD", "species": ["C", "C", "C", "C", "C", "N", "N", "N", "O", "H", "H", "H", "H", "H", "H", "H", "H", "H", "H"], "positions_angstrom": [[2.9250, 1.3038, -1.3169], [-0.6467, -1.2641, 2.4549], [1.3006, 0.6670, 0.4768], [0.0422, 0.0804, 0.5098], [-2.0341, -0.6843, -0.6853], [1.9016, 0.7416, -0.7099], [-0.3214, -0.3282, 1.7089], [-0.6539, -0.1760, -0.6395], [-2.9762, 0.2865, -0.3417], [3.2442, 1.1592, -2.4036], [3.5738, 1.9888, -0.7782], [-0.8905, -0.9274, 3.4573], [-0.5949, -2.3120, 2.0864], [2.0295, 0.8512, 1.3635], [-2.1038, -1.1829, -1.6297], [-2.1430, -1.6036, 0.0390], [1.2211, 0.2249, -1.2974], [-0.3647, 0.4567, -1.2871], [-3.5088, 0.7181, -1.0073]], "forces_ev_per_angstrom": [[4.8443, 2.6118, -2.4237], [0.1155, -0.7425, -0.1521], [4.1141, 1.1524, 1.6520], [-0.8526, -1.2717, 1.1486], [-0.0752, -1.3548, 1.4700], [-5.3891, -3.1916, -0.8454], [-0.0921, 1.3739, -0.0566], [-0.6121, -1.7326, 2.6456], [0.5417, -0.4889, 0.9215], [-1.1886, -0.2909, 1.8440], [-0.3301, -0.1822, 0.1630], [-0.3153, -0.8213, 0.2594], [-0.2230, 0.4507, 0.6531], [-2.1218, -0.1573, -1.1297], [-0.5374, 0.3072, -0.9488], [0.4078, 2.0697, -0.9241], [1.7037, 0.4176, -0.6640], [-0.1823, 2.1305, -2.8325], [0.1926, -0.2799, -0.7804]], "gap_ev": [6.58, 8.06], "e_above_lowest_kj_mol": 178.9, "spin_multiplicity": 3, "charge": 1, "homo_ha": [-0.375, -0.522], "e_lumo_ev": [-3.6, -6.2]}